92
Properties=species:S:1:pos:R:3:forces:R:3:mulliken_charge:R:1 method="wB97M-V/def2-TZVPD" charge=-2 orbital_gap_ev=6.868 e_tot_ha=-4887.961258 largest_force_ha_per_bohr=0.0571 homo_energy_ev=-2.744 lumo_ha=0.152
Cd 0.239 -0.620 0.833 -1.674 -0.427 1.851 3.9384
O 3.680 -1.741 -0.383 0.001 0.400 0.213 -0.7819
S 2.583 -0.770 -0.296 2.637 -0.375 -1.232 -0.0435
O 2.873 0.434 -1.069 -0.069 0.166 0.113 -0.6728
O 1.327 -1.439 -0.796 0.702 -0.163 -0.651 -0.4299
O 2.317 -0.391 1.129 0.811 0.139 0.487 -1.0902
S -1.522 -3.924 0.592 -0.172 0.036 0.107 -0.1848
C -0.123 -3.826 -0.293 -0.405 -1.051 1.298 -0.4768
N 1.038 -4.261 0.200 -0.111 0.485 -0.187 0.3585
C 2.212 -4.312 -0.638 0.420 -0.010 -0.769 0.2436
C 1.775 -4.753 -2.024 0.259 -0.483 0.377 -1.5078
N 0.765 -3.856 -2.535 0.181 0.304 0.462 0.3337
C 0.813 -3.472 -3.929 -0.170 0.028 -0.241 -0.8657
C 2.217 -3.153 -4.356 0.061 -0.037 -0.041 0.0943
C 2.767 -3.731 -5.494 -0.132 0.046 0.091 -0.7179
C 4.086 -3.480 -5.834 0.081 -0.001 -0.153 -0.5840
C 4.864 -2.663 -5.031 0.109 -0.024 -0.090 -0.5196
C 4.319 -2.087 -3.894 -0.039 0.072 0.059 -1.4946
C 2.997 -2.316 -3.562 -0.024 -0.052 -0.158 1.1404
C -0.186 -3.405 -1.703 -0.496 0.160 -1.725 0.4301
S -1.480 -2.544 -2.261 -0.178 0.143 -0.123 -0.2680
C 1.158 -4.583 1.611 -0.191 -0.147 0.379 -0.6643
C 2.579 -4.459 2.070 0.127 -0.047 0.145 -0.3530
C 3.108 -3.192 2.293 -0.045 -0.176 0.042 0.0524
C 4.442 -3.046 2.625 0.061 0.005 0.048 -0.8275
C 5.260 -4.158 2.751 0.115 0.088 0.045 -0.4427
C 4.738 -5.424 2.541 0.093 -0.147 0.007 -0.5797
C 3.404 -5.572 2.202 -0.036 0.051 0.079 -0.3237
H 2.901 -5.050 -0.226 -0.048 0.013 -0.118 0.7384
H 2.725 -3.333 -0.655 -0.126 -0.568 -0.071 -0.4894
H 1.355 -5.776 -1.976 0.153 0.142 -0.044 0.3601
H 2.630 -4.759 -2.702 -0.113 -0.032 0.135 0.5192
H 0.164 -2.595 -4.038 0.100 -0.242 -0.020 0.2609
H 0.394 -4.285 -4.542 0.013 0.171 -0.029 0.2784
H 2.164 -4.384 -6.115 -0.029 -0.028 0.040 0.3762
H 4.505 -3.937 -6.721 0.048 0.003 -0.033 0.3635
H 5.897 -2.482 -5.295 0.099 0.022 0.012 0.3923
H 4.910 -1.470 -3.237 0.117 0.136 0.072 0.5195
H 2.587 -1.876 -2.663 -0.070 -0.060 -0.077 0.5311
H 0.768 -5.599 1.765 0.034 0.062 0.104 0.3304
H 0.518 -3.889 2.168 0.090 -0.218 -0.096 0.4780
H 2.491 -2.315 2.174 -0.043 0.008 0.036 0.5579
H 4.839 -2.052 2.757 0.065 0.116 0.013 0.4008
H 6.307 -4.039 3.004 0.015 0.009 -0.008 0.3661
H 5.377 -6.295 2.618 -0.005 -0.018 0.041 0.3603
H 3.009 -6.564 2.019 -0.107 -0.060 -0.025 0.3920
N 0.988 2.305 0.812 0.013 -0.370 -0.330 -0.3454
C 0.665 2.624 2.108 0.017 0.636 0.413 0.4427
C 1.628 2.635 3.123 -0.006 -0.184 -0.210 -0.3990
C 1.291 3.010 4.409 -0.020 0.030 0.107 -0.4878
C 0.000 3.408 4.714 0.017 0.118 0.167 -0.6535
C -0.954 3.428 3.708 -0.030 0.013 -0.004 -0.4476
C -0.629 3.056 2.422 0.050 -0.044 -0.073 -0.2262
H 1.802 1.708 0.687 -0.056 0.218 0.002 0.1443
H 0.200 1.983 0.255 0.053 0.097 -0.094 -0.1387
H 2.628 2.299 2.888 0.106 -0.038 0.002 0.3569
H 2.037 2.973 5.194 0.065 0.000 -0.016 0.3468
H -0.264 3.687 5.726 -0.019 -0.005 0.066 0.3638
H -1.972 3.711 3.940 -0.075 0.032 -0.019 0.3379
H -1.381 3.026 1.646 -0.117 -0.007 -0.069 0.4285
C -1.433 1.765 -2.777 -0.226 0.046 0.076 -0.7396
N -0.116 1.539 -2.218 0.124 0.056 0.204 0.6334
C 0.592 0.580 -3.049 0.186 -0.320 -0.094 0.3828
N 0.729 1.068 -4.433 0.021 -0.162 -0.142 0.1215
C -0.610 1.323 -4.947 -0.023 -0.047 -0.329 -0.7607
N -1.351 2.296 -4.150 -0.205 -0.006 -0.039 0.0802
C -0.570 3.526 -4.111 -0.051 0.208 -0.148 -0.6758
N 0.772 3.338 -3.573 0.106 0.197 0.059 0.0536
C 0.632 2.782 -2.215 0.093 0.166 -0.043 -0.7368
C 1.451 2.332 -4.384 0.134 0.025 -0.218 -0.7168
H -1.985 2.473 -2.154 0.007 -0.075 0.020 0.1004
H -1.986 0.823 -2.800 0.010 0.064 0.070 0.3298
H 0.028 -0.353 -3.067 0.002 -0.029 0.057 -0.5255
H 1.578 0.399 -2.616 -0.216 0.078 -0.221 -0.1752
H -1.168 0.381 -4.957 0.032 0.058 -0.024 0.3121
H -0.531 1.706 -5.975 -0.012 -0.079 0.078 0.3806
H -1.096 4.257 -3.487 0.009 -0.016 -0.062 0.3499
H -0.487 3.921 -5.134 -0.026 -0.003 0.108 0.3280
H 0.115 3.523 -1.597 0.089 -0.082 0.025 0.2551
H 1.624 2.583 -1.807 -0.060 0.115 0.025 0.2295
H 2.437 2.147 -3.953 0.028 0.030 -0.064 0.3788
H 1.559 2.720 -5.407 0.047 -0.038 0.094 0.3596
O -3.739 0.518 -0.645 -0.166 -0.669 0.143 -0.6355
S -2.708 -0.397 -0.099 0.173 1.574 -0.165 0.2741
N -1.393 0.267 0.096 -2.211 0.174 -0.508 -1.0846
Cl -0.371 0.003 5.900 0.273 0.133 0.437 -0.1777
C -1.081 -1.186 4.814 0.325 -0.170 -0.382 -0.0721
Cl -2.833 -1.021 4.828 -0.581 -0.081 -0.022 -0.2177
C -0.550 -0.929 3.365 -0.626 -0.061 1.597 0.4451
O -0.076 -1.928 2.803 0.568 -0.794 -0.591 -0.6165
O -0.664 0.209 2.933 0.025 0.519 -0.065 -0.3927
H -0.846 -2.186 5.183 0.045 0.253 -0.183 0.2912